DFT (ωB97M-V/def2-TZVPD) results for a molecular structure, C14H16ClIN3O2ReS in a non-equilibrium geometry.

Each line ends with the Mulliken charge.
CARTESIAN COORDINATES (ANGSTROEM)
Re  -0.2650  -1.1109  -0.5278  1.31
Cl  -0.6548  4.7929  3.0384  -0.08
C  -0.4624  3.1690  2.5913  0.45
C  -0.4080  2.1778  3.5671  -0.35
C  -0.2631  0.8305  3.2511  -0.59
I  -0.1747  -0.6588  4.7355  0.31
C  -0.1807  0.4259  1.9015  1.43
O  -0.0318  -0.8005  1.5235  -0.84
C  -0.2636  1.4392  0.8887  0.29
N  -0.2101  0.9738  -0.3983  -0.39
C  -0.2492  1.8506  -1.3953  -0.39
C  -0.3580  3.2234  -1.1691  -0.64
C  -0.4086  3.7156  0.1209  -0.60
C  -0.3726  2.8129  1.2003  -0.10
H  -0.4799  2.4613  4.6075  0.48
H  -0.1895  1.4661  -2.4073  0.53
H  -0.4106  3.8946  -2.0137  0.47
H  -0.4764  4.7804  0.2973  0.50
C  4.9156  -1.2370  0.1588  -0.88
N  4.0668  -1.5320  -0.9748  -0.05
C  4.7218  -2.0186  -2.1658  -0.85
C  2.8058  -1.4064  -0.8850  0.78
N  1.6478  -1.2382  -0.7578  -0.14
H  5.3952  -2.1516  0.5132  0.35
H  4.3449  -0.7896  0.9678  0.33
H  5.7060  -0.5520  -0.1570  0.34
H  5.2150  -2.9688  -1.9461  0.35
H  5.4952  -1.3072  -2.4673  0.33
H  4.0169  -2.1561  -2.9823  0.35
C  -4.6454  -0.4954  -1.0494  -0.99
S  -3.6409  -1.6492  -0.0782  0.54
C  -4.2394  -3.1877  -0.8105  -1.00
O  -2.2054  -1.4607  -0.6708  -0.57
H  -4.6281  -0.7483  -2.1058  0.38
H  -4.3018  0.5232  -0.8890  0.34
H  -5.6644  -0.5774  -0.6782  0.45
H  -5.3161  -3.2139  -0.6576  0.44
H  -3.8002  -4.0406  -0.2988  0.37
H  -4.0309  -3.2351  -1.8767  0.38

## Properties
**Total energy**: -2091.08818 Eh
**Kohn-Sham gap (spin up / spin down)**: 7.074 / 5.364 eV
**Multiplicity**: 4
**⟨S²⟩**: 3.79
**HOMO level (spin up / spin down)**: -0.6369 / -0.6456 Eh
**Charge**: +3